(1)
The following is a DFT calculation (ωB97M-V with the def2-TZVPD basis set) of C34H39MgN5O3P2S as an isolated structure at a distorted geometry.

Results
HOMO (spin up / spin down): -0.2513 / -0.2506 Eh
gap between HOMO and LUMO (spin up / spin down): 5.29 / 5.27 eV
energy above the lowest of the compared OMol25 structures with the same formula, charge and spin: 3.328 eV
E_LUMO (spin up / spin down): -1.55 / -1.55 eV

CARTESIAN COORDINATES (ANGSTROEM)
Mg -1.529 -0.771 1.739
C -0.830 -5.005 0.321
C -0.038 -4.561 -0.661
C -0.426 -4.320 -2.054
C -1.895 -3.887 -2.269
C -2.356 -2.788 -1.348
C -2.675 -2.860 -0.038
C -3.174 -4.136 0.572
C -2.271 -5.363 0.184
C -1.729 1.891 1.905
H -0.429 -5.260 1.304
H 1.027 -4.541 -0.478
H -0.221 -5.230 -2.626
H 0.206 -3.561 -2.520
H -1.987 -3.498 -3.300
H -2.569 -4.762 -2.314
H -2.562 -1.834 -1.876
H -2.850 -1.945 0.582
H -4.211 -4.333 0.234
H -3.202 -4.077 1.675
H -2.502 -6.203 0.867
H -2.536 -5.739 -0.819
H -1.418 2.014 2.959
H -2.798 2.177 1.815
H -1.088 2.590 1.350
P -1.282 0.947 -0.595
P 1.927 0.191 -0.306
N -3.082 0.491 -0.681
N -1.439 2.250 -1.824
N 1.507 -1.081 0.789
N 3.584 -0.191 -0.565
C -0.548 -0.315 -1.667
C 1.013 -0.407 -1.805
C -3.814 0.181 0.493
C -5.124 -0.088 0.130
C -5.206 -0.045 -1.288
C -3.945 0.316 -1.767
C -2.037 3.479 -1.512
C -2.014 4.274 -2.655
C -1.386 3.526 -3.694
C -1.047 2.287 -3.162
C 0.790 -0.873 2.087
C 0.836 -2.172 2.683
C 1.179 -3.119 1.722
C 1.574 -2.426 0.579
C 4.366 -1.356 -0.540
C 5.704 -0.985 -0.502
C 5.756 0.447 -0.511
C 4.464 0.916 -0.575
H -0.984 -0.286 -2.687
H -0.840 -1.292 -1.224
H 1.295 -1.466 -1.993
H 1.403 0.182 -2.662
H -3.411 0.334 1.507
H -5.909 -0.316 0.838
H -6.093 -0.271 -1.873
H -3.626 0.493 -2.789
H -2.369 3.658 -0.504
H -2.401 5.280 -2.711
H -1.176 3.852 -4.701
H -0.540 1.451 -3.618
H 1.218 0.003 2.604
H 0.612 -2.379 3.718
H 1.062 -4.198 1.782
H 1.942 -2.803 -0.363
H 3.934 -2.346 -0.538
H 6.563 -1.645 -0.450
H 6.647 1.055 -0.457
H 4.080 1.926 -0.583
O 0.927 1.690 3.354
C 1.320 2.514 2.503
N 0.940 2.541 1.191
S 1.522 3.776 0.321
O 2.509 3.358 -0.684
O 0.521 4.723 -0.101
C 2.368 4.409 1.682
C 3.206 5.494 1.623
C 3.849 5.859 2.804
C 3.716 5.070 3.951
C 2.893 3.956 3.982
C 2.203 3.646 2.815
H 3.348 6.051 0.705
H 4.479 6.745 2.817
H 4.253 5.363 4.838
H 2.830 3.327 4.861

=====

(2)
The following is a DFT calculation (ωB97M-V with the def2-TZVPD basis set) of C34H39N4O4Y as an isolated structure at a distorted geometry.

Results
HOMO: -0.4802 Eh
gap between HOMO and LUMO: 6.95 eV
energy above the lowest of the compared OMol25 structures with the same formula, charge and spin: 1.991 eV
E_LUMO: -6.12 eV
total charge: +2

CARTESIAN COORDINATES (ANGSTROEM)
Y -0.902 1.620 0.718
C -6.189 -0.500 -3.630
C -5.150 -0.181 -2.578
C -4.350 -1.188 -2.023
C -3.395 -0.937 -1.047
C -2.410 -2.034 -0.643
N -1.388 -2.174 -1.593
C -0.675 -1.026 -2.141
C 0.831 -1.153 -1.975
C 1.565 0.080 -2.492
N 2.990 0.023 -2.096
C 3.685 0.591 -1.160
C 3.448 1.529 -0.096
C 4.651 1.898 0.552
C 4.721 2.794 1.587
C 6.030 3.191 2.229
C 3.504 3.344 1.980
C 2.277 2.993 1.423
C 1.123 3.742 1.947
N -0.131 3.499 1.830
C -1.055 4.538 2.369
C -2.373 4.626 1.590
C -2.268 4.542 0.050
N -2.427 3.136 -0.382
C -3.563 2.794 -0.883
C -3.944 1.414 -1.215
C -4.911 1.124 -2.177
C -3.284 0.365 -0.585
O -2.510 0.653 0.454
C 2.213 2.055 0.356
O 1.075 1.720 -0.168
H -6.635 -1.480 -3.457
H -5.755 -0.507 -4.632
H -6.991 0.237 -3.626
H -4.468 -2.205 -2.393
H -2.918 -2.982 -0.534
H -0.851 -3.025 -1.515
H -1.022 -0.118 -1.650
H -0.926 -0.891 -3.196
H 1.181 -2.044 -2.506
H 1.077 -1.296 -0.922
H 1.145 0.991 -2.096
H 1.557 0.134 -3.580
H 3.535 -0.630 -2.645
H 4.720 0.269 -1.205
H 5.576 1.449 0.200
H 6.827 2.500 1.956
H 5.949 3.195 3.316
H 6.336 4.190 1.916
H 3.507 4.091 2.771
H 1.408 4.651 2.480
H -0.553 5.504 2.348
H -1.271 4.306 3.411
H -2.838 5.569 1.873
H -3.065 3.847 1.919
H -1.300 4.911 -0.287
H -3.037 5.169 -0.400
H -4.296 3.574 -1.102
H -5.460 1.939 -2.643
C 2.917 -6.086 0.578
C 1.973 -4.937 0.814
C 0.602 -5.128 0.847
C -0.295 -4.087 1.068
C -1.733 -4.532 1.283
C 0.212 -2.772 1.203
C 1.615 -2.579 1.296
C 2.264 -1.259 1.631
C 2.456 -3.654 1.079
C -0.675 -1.597 1.190
O -1.917 -1.741 0.770
O -0.313 -0.461 1.576
H 2.383 -7.000 0.327
H 3.517 -6.279 1.470
H 3.613 -5.860 -0.232
H 0.207 -6.134 0.745
H -1.717 -5.376 1.972
H -2.182 -4.911 0.361
H -2.376 -3.772 1.707
H 1.908 -0.868 2.583
H 2.048 -0.497 0.885
H 3.343 -1.394 1.694
H 3.529 -3.501 1.149

=====

Ordered molecular weight results: 684.04; 656.62; unit g mol⁻¹.